Record 1
The following is a DFT calculation (the ωB97M-V functional and the def2-TZVPD basis) of a cluster of 6 separate species, C20H33ClO11P2 in total.

```
67
Properties=species:S:1:pos:R:3:forces:R:3:mulliken_charge:R:1
O -1.087952 2.535408 -0.136021 -0.4 0.2 2.0 -0.4739
P -1.297962 1.498709 1.290409 0.1 3.0 -0.6 0.5299
P 0.734515 0.660023 1.582939 0.7 -1.6 -0.7 0.0066
Cl -2.723542 -0.037827 0.922956 1.2 0.2 -0.6 -0.3305
H -1.175694 3.467783 0.270047 -0.1 -2.1 -0.9 0.3003
H 1.324339 0.499974 0.256061 -0.5 0.9 0.7 -0.0089
H 1.499464 1.763472 2.172451 -1.0 -0.3 -0.9 0.0545
O 0.457236 5.893382 -2.314275 0.0 -1.0 -1.8 -0.6057
C 0.226428 5.114985 -3.224772 0.1 1.5 1.6 0.5512
C -0.736595 3.968195 -3.164535 0.1 -0.5 0.1 0.0257
C -0.332572 3.152151 -4.366302 -0.2 -0.9 -0.1 -0.5501
C 0.210378 4.196131 -5.306638 0.0 -0.2 -0.7 -0.4068
O 0.786182 5.196137 -4.467462 0.1 0.3 0.7 -0.3614
H -1.756173 4.352390 -3.257633 0.1 0.0 0.2 0.2578
H -0.618623 3.402524 -2.237437 -0.2 0.3 0.0 -0.0448
H -1.152437 2.570439 -4.795932 0.1 0.1 0.0 0.3448
H 0.466006 2.454893 -4.085023 -0.1 0.1 -0.1 0.2493
H -0.575619 4.658854 -5.912659 0.1 0.0 0.0 0.2424
H 0.976421 3.787195 -5.971898 0.0 0.3 0.1 0.3273
O -4.115067 2.792638 1.094856 -2.0 0.5 1.1 -0.5067
C -5.210129 2.686985 1.621976 2.3 0.0 -0.9 0.3984
C -6.141134 1.522958 1.465643 -0.4 -0.2 -0.3 -0.2668
C -7.441212 2.085970 1.981611 -0.8 -0.4 -0.2 -0.4990
C -6.981727 3.109915 2.986266 -0.5 0.2 0.5 -0.4112
O -5.743634 3.605889 2.479400 0.5 -0.1 -0.5 -0.3527
H -5.783447 0.693844 2.082444 0.1 0.0 -0.2 0.2371
H -6.222167 1.220666 0.418998 0.4 -0.1 0.2 0.2725
H -8.105797 1.330860 2.409731 0.1 0.2 0.0 0.3170
H -7.976444 2.583125 1.163457 0.0 -0.1 0.2 0.2624
H -6.804512 2.672429 3.974378 0.0 0.0 -0.1 0.2502
H -7.695573 3.932801 3.085783 0.3 0.0 0.0 0.3049
O -0.847365 0.665036 3.700994 0.5 1.3 2.0 -0.5737
C -0.602930 1.386102 4.654144 -0.1 -1.2 -1.3 0.4712
C -1.238164 1.282488 6.007626 -0.4 0.2 0.3 -0.4554
C -0.877556 2.608188 6.628827 -0.4 0.4 0.7 -0.5038
C 0.426168 2.945144 5.953784 0.4 0.6 0.4 -0.4543
O 0.329283 2.383646 4.645689 -0.6 -0.7 -0.5 -0.2885
H -0.790959 0.444275 6.549123 -0.1 -0.1 -0.1 0.2772
H -2.320525 1.158526 5.926757 0.3 -0.3 -0.1 0.2791
H -0.801796 2.574465 7.718907 0.1 0.1 -0.2 0.3137
H -1.635836 3.355553 6.365253 0.1 -0.1 0.1 0.2725
H 1.285956 2.497528 6.463262 -0.1 0.0 -0.1 0.2757
H 0.580489 4.025640 5.880755 0.1 -0.2 -0.2 0.3127
O 2.989416 -1.184040 0.939587 0.3 -1.3 -1.8 -0.6111
C 2.758609 -1.962437 0.029091 0.3 1.5 1.6 0.3562
C 1.795586 -3.109228 0.089328 0.0 -0.5 0.1 -0.2985
C 2.199610 -3.925271 -1.112439 -0.3 -0.8 -0.2 -0.3298
C 2.742560 -2.881292 -2.052776 0.1 -0.2 -0.8 -0.1351
O 3.318363 -1.881285 -1.213599 0.0 0.3 0.9 -0.3548
H 0.776008 -2.725032 -0.003770 0.1 0.1 0.2 0.1733
H 1.913559 -3.674899 1.016426 -0.2 0.4 0.0 0.3259
H 1.379745 -4.506983 -1.542070 0.2 0.1 0.0 0.3483
H 2.998188 -4.622529 -0.831161 -0.1 0.1 0.0 0.1246
H 1.956562 -2.418568 -2.658796 0.1 -0.1 0.0 0.2551
H 3.508602 -3.290227 -2.718035 -0.2 0.4 0.1 0.0831
O 3.089433 -4.969490 -4.487414 1.3 -1.5 0.2 -0.5829
C 3.969058 -5.722944 -4.104339 -1.7 1.1 -0.6 0.6144
C 4.995675 -5.400929 -3.061012 0.6 0.1 0.0 -0.2055
C 6.017076 -6.489104 -3.275539 0.9 0.0 0.3 -0.6495
C 5.182453 -7.624990 -3.806657 0.3 -0.7 0.1 -0.4220
O 4.128681 -7.006017 -4.543012 -0.4 0.8 -0.1 -0.3523
H 4.533108 -5.466180 -2.072282 0.0 0.1 -0.1 0.0185
H 5.425356 -4.409748 -3.223331 -0.3 0.0 0.2 0.3927
H 6.574537 -6.750267 -2.372112 -0.1 0.0 -0.2 0.3531
H 6.738312 -6.170556 -4.038010 -0.1 -0.1 0.1 0.2783
H 4.741700 -8.227144 -3.005212 0.0 0.0 -0.1 0.2506
H 5.758086 -8.280329 -4.466807 -0.3 0.1 0.0 0.3272
```
Forces are in eV/Å.

Output
Total charge: 0
LUMO level (eV): 0.584
Maximum force (eV Å⁻¹): 3.081
Kohn-Sham gap (eV): 7.86
HOMO level (eV): -7.3
Multiplicity: 1

***

Record 2
The following is a DFT calculation (the ωB97M-V functional and the def2-TZVPD basis) of an isolated molecule of C4H9NO.

```
15
Properties=species:S:1:pos:R:3:forces:R:3:mulliken_charge:R:1
C -1.477417 -1.611971 -1.118306 -0.2 -0.1 0.0 -1.1037
C -0.170979 -0.967008 -1.314200 -0.2 -0.4 -0.1 -0.2721
N 0.242702 -0.068937 -0.368839 -0.5 0.4 -0.3 -0.0907
C -0.333695 0.345784 0.743356 -0.2 -0.2 -0.3 -0.1165
O 0.128952 1.338077 1.552264 -0.1 0.0 -0.2 -0.3341
C 1.471576 1.725486 1.383999 0.3 0.1 -0.1 -0.7268
H -2.264298 -0.840827 -1.037301 0.1 -0.2 0.0 0.2799
H -1.713987 -2.236964 -1.982495 0.0 0.0 0.2 0.3079
H -1.538185 -2.223568 -0.199434 -0.1 -0.1 0.0 0.2645
H 0.823673 0.517862 -0.954218 1.1 0.5 1.1 0.2984
H 0.663863 -1.454786 -1.806797 -0.2 0.2 -0.2 0.2544
H -1.296627 -0.039279 1.046273 0.2 -0.1 0.0 0.3902
H 1.706063 2.407685 2.204094 0.0 -0.1 -0.2 0.2278
H 1.615069 2.251702 0.429553 0.0 0.0 0.1 0.2821
H 2.143291 0.856743 1.422051 -0.1 0.1 0.0 0.3388
```
Forces are in eV/Å.

Output
Total charge: 0
LUMO level (alpha / beta) (eV): 0.857 / 0.858
Maximum force (eV Å⁻¹): 1.615
Kohn-Sham gap (alpha / beta) (eV): 6.92 / 6.90
HOMO level (alpha / beta) (eV): -6.1 / -6.0
Multiplicity: 1
ΔE to the lowest compared entry with this formula, charge and spin (kcal/mol): 98.3